Molecular formula: C19H28N9STc
Method: DFT, ωB97M-V/def2-TZVPD

Spin multiplicity ... 2
HOMO level (alpha / beta) ... -0.6369 / -0.6422 Ha
E ... -1711.780126 a.u.
⟨S²⟩ ... 0.762
Max |F| ... 0.0045 Eh/bohr
Net charge ... +3
LUMO level (alpha / beta) ... -9.87 / -11.35 eV
HOMO-LUMO gap (alpha / beta) ... 7.463 / 6.122 eV

The geometry in XYZ format:
```
58
Properties=species:S:1:pos:R:3:forces:R:3
Tc -0.8705 0.4620 -0.0965 0.03 -0.09 0.21
C -0.2469 -3.2692 2.2573 0.01 0.00 -0.01
C -0.5092 -2.2378 1.2232 0.00 0.00 -0.03
N -0.7390 -0.9889 1.4781 0.00 0.08 -0.13
N -0.7517 -0.6349 2.7981 -0.10 0.15 0.01
C -1.3875 0.4737 3.0162 0.01 -0.07 -0.06
N -1.5493 0.9577 4.2440 0.00 -0.01 0.02
S -2.0988 1.3738 1.6673 0.04 -0.12 0.01
C -0.6179 -2.5566 -0.1971 0.00 -0.02 0.02
C -0.5985 -3.8474 -0.7038 0.01 0.03 0.05
C -0.8033 -4.0506 -2.0580 -0.01 0.03 -0.04
C -1.0374 -2.9472 -2.8696 0.01 -0.04 0.01
C -1.0460 -1.6915 -2.2990 0.02 0.00 0.03
N -0.8233 -1.4810 -0.9881 -0.03 -0.04 -0.06
H 0.1439 -2.8153 3.1618 0.00 0.00 0.00
H 0.4538 -4.0151 1.8850 0.00 0.00 0.00
H -1.1801 -3.7801 2.5144 0.00 0.00 0.00
H -1.2887 0.3881 5.0370 0.00 0.00 0.00
H -2.1192 1.7697 4.4166 0.00 0.00 0.00
H -0.4428 -4.6827 -0.0362 0.00 0.00 0.00
H -0.7943 -5.0500 -2.4727 0.00 0.00 0.00
H -1.2175 -3.0533 -3.9305 0.00 0.00 0.00
H -1.2354 -0.8198 -2.9144 0.00 0.01 0.00
N -2.8216 0.4321 -1.1179 -0.02 0.10 0.02
C -3.0023 1.6460 -1.9665 0.01 -0.01 0.01
C -2.4460 2.8374 -1.2197 -0.01 -0.02 -0.01
N -1.0437 2.5794 -0.7450 0.00 0.05 -0.07
C 0.0229 3.0448 -1.6824 0.00 0.03 -0.02
C 0.3627 1.9309 -2.6358 -0.01 0.01 0.01
N 0.5909 0.7294 -1.7952 -0.02 -0.06 0.04
H -3.0512 -0.3979 -1.6603 0.02 0.00 -0.01
H -3.5156 0.4526 -0.3694 0.00 0.00 -0.01
H -4.0554 1.8073 -2.1985 0.00 0.00 0.01
H -2.4857 1.4818 -2.9106 0.00 -0.01 -0.01
H -3.0548 3.0366 -0.3365 0.00 0.00 0.00
H -2.4725 3.7324 -1.8416 0.01 0.00 0.01
H -0.9388 3.1337 0.1010 -0.02 -0.01 0.01
H 0.8983 3.2965 -1.0814 0.00 0.00 0.00
H -0.2921 3.9476 -2.2057 -0.01 0.00 0.02
H 1.2489 2.1729 -3.2233 0.00 -0.01 0.01
H -0.4463 1.7258 -3.3344 -0.01 0.00 -0.01
H 1.4951 0.8262 -1.3329 0.00 0.00 -0.01
H 0.6969 -0.0898 -2.3870 0.00 0.00 -0.01
N 2.4099 1.9158 2.2302 0.01 -0.04 0.00
C 1.1700 1.9295 1.7514 -0.03 -0.02 0.02
N 0.9491 0.9316 0.9002 0.08 0.07 -0.01
C 2.1522 0.2073 0.8474 -0.01 -0.03 -0.02
C 2.5041 -0.9440 0.1397 0.02 0.00 0.00
C 3.7915 -1.4178 0.3018 0.00 0.01 0.01
C 4.7143 -0.7766 1.1450 -0.02 0.01 0.01
C 4.3768 0.3586 1.8522 0.01 -0.02 -0.01
C 3.0801 0.8291 1.6804 -0.02 0.04 0.02
H 2.7823 2.5750 2.8998 0.00 0.01 -0.01
H 0.4352 2.6582 2.0565 0.01 0.01 0.00
H 1.8067 -1.4569 -0.5099 0.01 -0.01 0.00
H 4.1023 -2.3061 -0.2312 0.00 0.00 0.00
H 5.7106 -1.1851 1.2420 0.00 0.00 0.00
H 5.0844 0.8523 2.5043 0.00 0.00 0.00
```
Forces are in eV/Å.